Entry 1:
A molecular structure, C46H42As2N5Rb. Source: the Open Molecules 2025 dataset; level of theory: wB97M-V/def2-TZVPD.

```
96
Properties=species:S:1:pos:R:3:forces:R:3
H 0.3368 -5.2182 -1.4834 0.00 -0.01 0.00
C 0.6241 4.3151 1.0846 -0.12 -0.04 -0.07
N 4.0749 0.0750 0.2671 0.12 0.06 0.01
H 2.4972 -0.3168 -2.4329 0.00 0.06 0.01
C 0.5387 2.2908 5.1227 0.01 0.01 0.01
H -4.2758 -1.9520 -0.8532 -0.01 -0.02 0.00
C -2.3883 0.0310 -2.3829 0.01 0.01 0.01
C -6.3963 -1.6885 -0.9682 0.03 0.00 0.01
N 2.9869 1.3209 2.5415 0.02 -0.08 -0.03
C -2.6152 1.1380 -6.6893 0.01 0.01 0.00
C -7.4475 -0.7799 -0.9734 -0.03 -0.03 0.00
H 8.8290 1.2633 0.4384 -0.02 0.00 -0.01
C 2.4383 1.4862 3.7866 0.01 0.02 -0.03
C -0.8805 0.1024 -2.5545 -0.05 -0.05 0.05
H 9.2134 1.4442 2.1473 0.00 0.00 0.00
H 4.1793 -1.7863 1.2526 0.00 -0.01 0.00
H -2.8207 -2.5280 -4.1723 0.00 0.01 0.00
C -1.7292 -1.7495 0.1800 -0.04 0.01 -0.01
H -2.9643 2.1580 -6.7870 0.00 0.00 0.00
H -1.3788 3.4409 0.5546 -0.01 0.00 0.00
H -5.6806 2.0928 -0.6897 -0.01 0.00 0.00
H -1.5727 -0.6539 3.8795 0.01 -0.01 0.00
C -2.5065 -1.1150 -7.5058 0.00 0.00 0.00
H 6.5886 0.5469 -0.0822 0.00 0.00 0.00
H -0.6726 -2.8635 3.2037 0.00 0.00 0.00
C -4.8221 0.1284 -0.7696 0.00 -0.08 -0.01
C 3.0889 -1.6284 -0.7107 0.02 0.10 0.04
N 0.7690 2.9687 2.8050 -0.10 -0.22 0.17
H 2.5595 0.3880 7.0149 0.00 0.00 0.00
C -1.8085 0.7860 -5.6163 -0.02 0.00 -0.01
C 3.8171 -1.2428 0.3960 -0.05 0.04 -0.08
Rb 0.9999 0.3136 0.9108 -0.20 0.08 0.03
H 8.8318 2.8613 1.1778 -0.01 0.00 0.00
C -1.6267 -0.9743 2.8465 0.03 0.06 0.00
H -1.3390 -2.4840 -6.3486 0.00 -0.01 0.01
C -1.6769 -5.0346 -2.2055 -0.01 0.00 0.00
H -0.3867 -0.3351 -1.6797 0.06 0.05 -0.06
C -2.2385 -0.5045 0.5518 -0.01 0.04 0.00
H -1.7589 -2.0788 -0.8533 0.00 0.00 0.02
H -8.4679 -1.1330 -1.0503 0.00 0.00 0.00
C 1.2559 2.2348 3.9350 -0.03 0.03 -0.07
C -5.8795 1.0305 -0.7716 0.00 -0.02 -0.01
H 0.8278 5.0727 0.3487 0.00 0.00 0.00
C 6.2363 0.9837 0.8463 0.01 0.01 0.01
H -3.5812 -4.6023 -3.0954 0.00 0.01 0.00
H 4.8766 2.4827 4.1092 0.01 0.00 0.00
C -2.1774 -0.1264 1.8934 0.06 -0.02 -0.01
N -0.4138 2.6594 2.2309 0.09 0.19 -0.13
H -0.7062 2.2425 7.4403 0.00 0.00 -0.01
C -2.9701 0.1865 -7.6342 0.00 0.00 0.00
C -0.8076 -2.6754 -3.4261 0.04 0.02 0.03
H 0.8048 2.1595 8.3399 0.02 0.00 -0.01
H -2.0176 -5.9460 -1.7313 0.00 0.00 0.00
H -0.0369 0.6792 7.9034 0.00 0.00 0.00
H -2.7446 -0.9978 -2.4231 0.00 0.01 -0.01
C 2.8868 0.8454 4.9627 0.03 0.01 0.02
C -2.5551 -4.2791 -2.9718 0.01 -0.01 0.00
C -5.0900 -1.2360 -0.8667 -0.03 0.05 0.00
C -0.5045 3.4810 1.1863 0.02 -0.01 0.10
H 2.3857 4.2775 2.4735 0.00 0.00 -0.01
C 5.2464 2.0449 3.1904 0.01 0.00 -0.04
C -7.1897 0.5775 -0.8752 0.01 0.03 0.00
C 6.5801 2.1686 2.8659 -0.01 -0.01 0.02
H -2.7702 -1.8612 -8.2444 0.00 0.00 0.00
C 2.1796 0.9141 6.1448 0.02 -0.01 0.00
H 3.7980 0.2615 4.9107 0.00 0.00 0.00
N 3.5697 0.5800 -0.8752 -0.06 -0.07 0.14
H -2.9118 0.5750 -3.1700 0.01 -0.01 0.00
H -6.5951 -2.7506 -1.0388 -0.01 0.00 0.00
C 0.2210 1.6803 7.5510 -0.02 -0.01 0.03
H -3.6000 0.4600 -8.4704 0.00 0.00 0.00
C 8.5718 1.8132 1.3441 0.03 -0.01 0.01
As -2.9971 0.8178 -0.6827 0.01 0.01 0.02
C -1.1668 -2.5933 1.1309 0.01 -0.01 -0.04
H -0.7728 -3.5536 0.8219 0.00 0.00 0.00
C 0.0709 -3.4546 -2.6755 -0.03 -0.02 0.00
H -1.5333 1.5448 -4.8919 0.00 -0.01 0.00
C 4.8935 0.8487 1.1650 0.00 -0.04 -0.04
C 1.4155 3.9448 2.1454 0.09 0.00 -0.03
C -2.1236 -3.1075 -3.5793 0.00 -0.01 -0.02
C -0.3594 -4.6247 -2.0631 0.01 0.01 0.00
H -0.3714 2.8797 5.1452 0.00 -0.01 0.01
H -2.5153 0.8583 2.1925 -0.03 -0.02 0.02
C -1.6995 -1.4652 -6.4326 0.01 -0.01 0.02
C -1.3546 -0.5221 -5.4681 0.00 0.04 0.00
H 2.7268 -2.6156 -0.9413 0.01 0.00 -0.01
C 2.9683 -0.4449 -1.4696 0.11 -0.19 -0.03
C 7.1151 1.6496 1.6837 -0.01 -0.01 -0.01
C 0.9807 1.6261 6.2534 -0.01 0.02 -0.02
As -0.1003 -0.9579 -4.0437 0.00 -0.02 -0.02
H -0.5236 1.1318 -2.6359 -0.01 0.00 -0.04
H 1.1042 -3.1424 -2.5704 0.00 0.00 0.00
C 4.3221 1.3849 2.3395 0.01 0.05 0.08
H -8.0083 1.2859 -0.8756 0.01 0.01 0.00
C -1.1143 -2.2072 2.4648 0.00 0.00 0.02
H 7.2350 2.6968 3.5523 0.00 0.00 0.00
```
Forces are in eV/Å.

Summary:
ΔE to the lowest compared entry with this formula, charge and spin: 0.0 kcal per mole
total charge: 0
energy: -6547.49720 a.u.


Entry 2:
A molecular structure, C46H42AsN5PPt. Source: the Open Molecules 2025 dataset; level of theory: wB97M-V/def2-TZVPD.

```
96
Properties=species:S:1:pos:R:3:forces:R:3
H -3.5241 -2.7965 7.8148 0.02 0.02 -0.01
H 1.2073 -4.3841 -2.4935 -0.01 0.06 0.01
C -0.8142 1.6231 0.7899 0.18 0.02 0.01
C -0.7469 3.4919 2.3101 0.00 0.01 0.01
C 2.8990 -0.9571 -2.0941 0.07 0.09 0.06
H 3.5538 -0.8956 5.5699 -0.01 -0.01 -0.02
H -0.9651 -0.1615 2.8809 -0.03 0.05 -0.01
H -2.8275 2.3960 -2.1268 0.08 -0.04 -0.01
H 1.1302 4.5184 2.4735 -0.02 -0.06 0.00
C 3.9902 4.4659 -5.6035 -0.08 -0.10 0.03
H -1.6985 1.0127 7.1040 -0.01 -0.02 0.00
C 3.0571 -1.2848 4.6896 -0.05 -0.02 -0.04
H 0.7662 4.7612 -2.0690 -0.06 -0.03 -0.05
C 1.6951 -1.0269 -2.8098 0.35 0.46 0.06
H 3.3715 0.0125 -1.9800 0.01 -0.07 0.02
H 4.5865 -4.4486 -0.8970 -0.03 0.00 -0.02
N 0.2301 2.8731 -2.8359 0.13 -0.09 -0.17
H -3.1497 -0.4438 8.4836 0.02 -0.01 -0.02
P -1.5935 0.2003 -0.0253 -0.62 0.08 -0.42
C 3.1366 -2.0062 2.4010 -0.01 0.00 0.03
C -3.3945 0.3499 0.1591 0.02 0.05 -0.04
C 0.5397 1.8326 0.4985 -0.12 0.10 0.10
H -0.6469 0.1413 5.0673 -0.03 -0.01 -0.02
H 3.2097 -0.0580 -4.7286 0.01 0.05 0.01
C -1.4485 2.4540 1.7107 0.08 -0.05 0.06
C -5.5501 -0.7387 0.2077 -0.01 -0.02 0.00
C -6.1816 0.4886 0.0647 0.00 0.01 0.00
N 1.0253 0.1103 -3.2937 -0.04 -0.58 -0.30
H -5.9149 2.6096 -0.1240 0.04 -0.04 0.02
As -0.8467 -2.5880 3.5892 0.00 0.01 -0.02
C -2.3035 -2.6485 6.0549 0.04 0.06 0.04
H -1.8468 4.8069 -1.2525 0.06 -0.06 -0.04
C 3.2463 3.3310 -4.9414 0.10 0.09 -0.11
C -1.7804 -3.0472 -4.8843 -0.14 0.01 0.01
C 2.9022 -3.3491 -1.6804 0.12 -0.04 0.07
H 5.0036 4.1688 -5.8719 -0.02 0.00 0.04
H -2.3839 -3.5506 -5.6212 0.05 0.06 0.04
C -4.1654 -0.8088 0.2511 0.03 0.00 0.04
C 2.9016 0.9665 -4.5565 0.15 -0.01 -0.25
H -2.4842 2.2872 1.9750 0.02 -0.01 0.03
H 4.4261 -1.9875 -1.0196 -0.06 0.00 -0.04
C 1.0457 -2.0942 3.6213 0.09 -0.02 0.05
C -5.4244 1.6492 -0.0181 0.03 0.00 -0.03
C 2.1070 3.5606 -4.1978 -0.15 0.15 0.12
H 4.0502 5.3391 -4.9528 0.01 -0.03 0.00
H 1.7610 4.5805 -4.0685 -0.03 -0.05 -0.03
H -0.0106 -1.2856 0.8720 0.02 0.00 -0.06
H -2.4691 -3.6797 5.7667 -0.03 -0.01 -0.01
C -2.6852 -0.8345 7.5866 0.02 0.00 -0.05
C 1.3796 2.5215 -3.6212 -0.13 0.26 0.22
C -4.0383 1.5812 0.0239 -0.12 -0.07 0.05
H 3.6959 -2.1899 1.4910 -0.03 0.01 0.01
C 0.5919 3.7017 2.0072 0.01 0.01 -0.03
H 3.3385 -5.4644 -1.6291 0.01 0.03 0.00
C -1.4421 -1.0544 2.4780 0.11 0.04 0.03
C 1.7850 -2.3185 2.4576 0.05 0.01 0.08
C -1.0917 -1.2158 1.0071 -0.09 0.00 -0.01
C -2.1894 -2.0630 -3.9750 -0.22 0.17 0.07
H 4.8308 -1.2439 3.4796 -0.03 -0.01 0.00
C -1.2852 -0.5101 5.6538 -0.05 -0.01 0.07
H -6.1368 -1.6459 0.2832 0.03 0.03 0.00
H 2.2918 3.0099 0.8856 -0.05 0.00 0.00
H -1.5275 -2.1194 0.5746 0.05 -0.04 -0.03
C -1.8365 2.8088 -2.2216 0.19 0.21 -0.14
H 1.1611 -1.4473 5.6702 0.00 0.01 0.01
N -0.8903 2.1013 -2.8691 0.05 0.15 0.91
C 3.6325 2.0025 -5.1038 0.04 -0.16 -0.01
H 3.0725 -4.7430 -0.0472 0.01 0.01 -0.01
H 1.0479 1.1795 -0.2064 0.03 -0.01 0.01
H -2.5170 -0.9588 2.6330 -0.05 -0.02 -0.04
C -1.4969 -1.8338 5.2643 -0.05 0.00 0.05
H -3.4578 2.4919 -0.0391 -0.04 0.00 0.01
C -1.3317 4.0248 -1.7871 -0.13 0.02 -0.05
C 1.1308 -2.2951 -2.9365 -0.02 -0.13 -0.06
C 1.7012 -1.5923 4.7443 0.07 -0.01 -0.12
C -0.4445 -3.2383 -4.6242 0.03 0.07 0.03
C 1.7097 -3.4285 -2.3789 -0.11 -0.06 -0.06
H -3.6875 -1.7760 0.3578 -0.04 0.02 -0.02
C 1.2413 2.8643 1.1084 -0.08 -0.06 -0.03
C -2.8965 -2.1525 7.2113 0.03 0.01 -0.03
Pt -0.6098 0.1186 -2.0903 -0.15 0.34 -0.83
H 0.2865 -3.8848 -5.0829 -0.02 0.04 0.06
N -0.1037 -2.4038 -3.6235 -0.23 -0.25 -0.01
N -1.1741 -1.6842 -3.2112 0.76 -0.36 0.53
H 4.5125 1.7717 -5.6946 -0.03 0.00 0.04
C -1.8738 -0.0146 6.8089 0.00 -0.06 -0.02
H -1.2467 4.1324 3.0268 0.01 -0.02 -0.04
H 3.4855 4.7767 -6.5214 0.01 -0.02 0.03
C 3.5117 -4.5684 -1.0329 -0.06 0.11 -0.04
C 1.7466 1.1875 -3.7980 -0.19 -0.33 0.21
H -7.2620 0.5415 0.0183 0.03 0.00 0.02
H -3.1632 -1.6164 -3.8387 0.09 -0.03 -0.01
C 3.4881 -2.0861 -1.5577 0.04 0.01 -0.01
H 1.3093 -2.7640 1.5901 0.04 -0.05 0.00
C 3.7748 -1.4814 3.5175 -0.04 0.00 0.02
C -0.0085 4.0228 -2.1986 0.04 0.10 0.02
```
Forces are in eV/Å.

Summary:
ΔE to the lowest compared entry with this formula, charge and spin: 35.0 kcal per mole
total charge: +1
energy: -4748.10869 a.u.